No. 1
A 12-piece molecular cluster, C48H116O22 overall. Source: the Open Molecules 2025 dataset; level of theory: ωB97M-V/def2-TZVPD.

Geometry as XYZ:
```
186
C48H116O22 (ωB97M-V/def2-TZVPD)
H 2.102 2.172 5.262
H 2.425 3.747 5.946
H 1.980 3.157 -1.273
H -1.756 6.673 -8.002
O 1.166 3.790 4.254
C 0.911 3.163 3.011
C -5.057 1.083 -0.290
O -5.946 1.750 0.562
H 3.333 3.391 -2.436
C -2.871 -1.024 3.368
H 1.859 -4.570 2.588
H -1.169 3.827 2.864
C 3.739 -1.915 1.821
C 3.788 5.603 -4.710
O 3.707 -2.061 -0.540
H -1.601 0.314 0.698
C -4.505 -4.873 0.672
O -3.561 -4.824 -0.401
H 5.353 -2.626 0.602
H -2.153 2.699 5.745
H -3.375 -1.464 4.229
H 2.108 4.145 -6.095
H 2.662 -1.998 1.672
C -0.036 1.977 8.098
H -3.060 -5.641 2.097
H -0.005 2.388 -3.369
C -5.497 2.955 1.044
H -3.230 -3.820 -2.204
H 0.325 -5.381 -6.442
H 4.873 5.641 1.894
C -1.303 -0.639 0.262
H 2.371 0.354 2.623
H 1.636 -0.010 8.018
H -0.964 -5.489 0.193
H 3.513 4.206 -7.081
O 4.127 -0.518 1.940
H 1.785 -2.186 4.055
C -0.630 3.473 -5.690
H 2.195 -0.427 5.759
O 2.302 -5.820 -6.206
H 2.824 5.799 -4.242
C 0.754 -0.162 7.394
H -5.155 -0.749 -1.466
H 2.573 1.910 -7.140
H -5.539 -4.989 0.348
H -0.405 -3.898 -0.172
C 4.348 2.861 0.013
H 0.779 -5.750 3.266
H -0.523 4.567 -7.500
H 2.216 -2.206 -3.543
H -3.823 -2.908 -0.959
C -2.201 0.838 4.697
C -2.427 6.311 -7.223
H 0.661 -2.969 -5.841
H -4.808 3.549 4.037
C 1.297 -4.891 -6.489
C -1.531 -0.702 -1.259
H -4.043 0.988 0.099
H -2.599 2.796 4.014
H -2.414 -0.101 -1.479
H -1.047 1.878 8.492
H 0.323 -3.021 4.475
H 1.365 -4.491 -7.501
H 0.227 4.823 2.079
C 4.264 -2.647 0.621
H 3.954 -0.511 -1.861
H -5.841 -0.443 2.215
O -0.450 3.188 1.036
C -4.080 -5.868 1.789
C -5.685 -0.289 -0.633
H 1.073 -2.918 -2.340
H 0.028 -0.746 7.960
H 0.548 -1.769 0.292
H 4.480 5.720 -3.876
O 1.103 -3.861 -4.150
O -0.273 -0.387 -1.878
O 4.923 3.629 2.309
H 1.983 -4.729 -0.224
C -2.726 2.237 4.941
H -5.770 3.197 5.538
C -0.218 3.860 2.331
C -6.259 -1.188 1.539
O -1.707 5.600 -6.212
H -1.641 4.782 0.181
H 4.928 2.442 -0.809
H -5.402 3.630 0.193
H 1.159 -6.041 -0.937
H 4.092 6.273 -5.515
C 1.403 -3.689 -5.497
H -4.652 -5.587 2.673
C 4.273 4.911 2.438
C 1.071 -5.277 2.329
H 3.890 1.221 2.979
H 2.795 -7.360 -5.131
C 0.679 0.026 -0.906
H 1.689 -1.881 6.511
C 1.235 -2.655 -3.386
H -3.618 -7.483 -0.570
C 0.190 -0.740 0.331
C 1.601 -6.274 1.233
H -1.580 3.233 -0.645
H 1.078 -7.231 1.244
H 2.188 -6.024 -4.099
H 2.397 -3.257 -5.617
H 0.445 2.262 3.410
C 3.093 2.268 -6.251
H 4.564 -0.111 -0.344
H 0.696 2.002 8.905
C -0.130 -4.807 0.362
H -7.268 -0.825 1.342
H -3.202 5.707 -7.694
H 3.184 3.089 4.484
H -2.052 3.797 -7.236
H 3.476 -0.249 3.874
H 4.150 5.183 3.486
H 1.088 -7.119 -5.108
H -1.158 1.029 4.444
H 5.534 -1.132 -1.410
H 3.444 0.036 -4.763
C -4.780 3.342 5.107
H 0.462 -1.938 -3.664
C 3.137 3.790 -6.146
H -1.811 -1.420 0.826
H -2.268 -7.293 0.545
H 6.142 3.864 0.665
H 0.558 1.107 -0.834
C 2.035 -6.587 -5.020
C 2.771 3.827 -1.610
C -1.592 3.704 0.338
H 1.987 0.247 -3.958
O -1.474 3.111 -4.570
H 4.006 -2.435 2.741
O 0.218 1.091 6.974
O 3.668 4.021 -0.511
H -4.971 -4.095 -1.689
H 1.719 -0.247 -1.090
O -5.493 -1.304 0.326
H 3.323 4.809 1.912
H -6.310 -2.171 2.007
C 4.525 -0.948 -1.041
H 5.944 2.257 1.339
H -6.261 3.460 1.636
H -4.492 2.931 1.463
H -1.816 -1.676 -1.655
H -3.525 -1.200 2.514
H -0.673 1.169 -4.488
H 2.668 -6.481 1.304
H 0.362 -1.909 3.132
H 0.264 3.957 -5.297
H 1.789 3.007 2.383
H 4.117 1.923 -6.396
C 1.313 -0.917 6.170
H -4.489 -3.897 1.157
O -4.195 -7.261 1.431
H -4.180 4.177 5.469
C 3.419 0.241 2.903
C -0.910 2.022 -3.853
H -4.999 1.614 -1.241
H 2.428 4.794 -1.979
H -6.695 -0.323 -1.043
H -1.655 1.644 -3.153
C -3.280 -7.685 0.446
C 2.433 0.403 -4.940
C 5.410 3.169 1.076
H -0.302 2.571 -6.208
C -1.262 4.352 -6.728
H -0.076 2.987 7.689
C 1.216 -5.473 -0.008
H -2.984 7.203 -6.938
O 0.421 -1.034 5.090
H -2.454 3.348 0.902
O -2.818 0.397 3.508
C 0.708 -2.052 4.155
H 3.970 -3.686 0.771
H -3.179 -8.769 0.494
H -1.924 -1.501 3.115
H 3.644 2.099 0.349
O 3.904 4.278 -5.084
C -3.943 -3.905 -1.383
O 2.461 1.796 -5.074
H 1.920 -0.193 -5.695
H 0.605 -0.220 1.195
C 2.238 3.223 5.009
O -0.050 -4.584 1.807
O -4.054 2.168 5.249
H -2.256 0.178 5.563
```

Results
- charge = -1
- 2S+1 = 2
- energy (eV) = -96685.27862

---

No. 2
CH3IO2S2 as an isolated structure. Source: the Open Molecules 2025 dataset; level of theory: ωB97M-V/def2-TZVPD.

Geometry as XYZ:
```
9
CH3IO2S2 (ωB97M-V/def2-TZVPD)
C -0.107 0.198 -0.073
S -1.006 1.710 0.216
H 0.610 0.159 0.670
O -2.309 1.557 -0.571
H -0.810 -0.604 -0.109
I -4.223 -0.157 0.057
S 0.139 3.139 -0.626
H 0.157 0.152 -1.090
O -1.156 1.937 1.624
```

Results
- charge = 0
- relative energy (zero: lowest compared OMol25 entry of this formula, charge and spin) (eV) = 0.805
- 2S+1 = 3
- energy (eV) = -34948.06501

---

No. 3
An isolated ion of composition C6H13N3S and charge +2. Source: the Open Molecules 2025 dataset; level of theory: ωB97M-V/def2-TZVPD.

Geometry as XYZ:
```
23
C6H13N3S (ωB97M-V/def2-TZVPD)
H 0.280 2.303 -0.803
C 1.091 -2.428 -2.178
C -0.061 2.989 3.182
C -0.101 -2.141 -1.251
H 0.613 3.645 3.527
H -1.888 -2.291 -2.337
H -0.180 3.648 1.119
H 0.451 0.736 1.747
S 1.222 -3.230 -0.538
N 0.317 1.523 -0.150
H 1.000 -3.088 -2.903
H -0.966 3.311 3.441
N 0.014 2.865 1.733
H -0.582 -1.031 0.232
H 0.813 0.394 -1.915
H 0.128 2.098 3.634
C -1.444 -2.770 -1.567
H 1.903 -1.580 -2.209
H -1.185 -3.751 -1.656
C 0.220 1.719 1.169
H -2.004 -2.509 -0.713
N -0.046 -0.809 -0.595
C 0.404 0.396 -0.968
```

Results
- charge = +2
- relative energy (zero: lowest compared OMol25 entry of this formula, charge and spin) (eV) = 2.181
- SMILES = C/[NH+]=C/N/C=[NH+]/[C@@]1(C)CS1
- 2S+1 = 1
- energy (eV) = -21718.56795

---

What is the charge in the third record? +2

---

Which of these has the lowest charge? C48H116O22

---

What is the formula in the first record? C48H116O22